Record 1
ORCA calculation (wB97M-V/def2-TZVPD) on 2 unconnected molecules or ions with the total composition C4H12N2O.

The geometry in ORCA input format:
```
! wB97M-V def2-TZVPD RIJCOSX def2/J DEFGRID3
* xyz 0 1
C 0.61245 1.86877 -2.04194
C 0.38429 0.97143 -0.82673
C 0.79845 -0.50415 -1.06420
N 0.31802 -1.49530 -0.05404
C -0.93396 -1.88473 0.32719
N -0.95776 -3.01541 1.14042
H 0.00175 1.32093 -2.78231
H 1.70366 2.08950 -2.33097
H -0.00779 2.78288 -1.87203
H -0.62713 0.93153 -0.60995
H 0.97826 1.25709 0.09509
H 0.50562 -0.85253 -2.07067
H 1.88559 -0.56631 -0.92894
H -1.81764 -1.47247 -0.14728
H -1.71514 -3.69834 1.12494
H 0.05948 -3.16137 1.22054
O -0.00540 1.91367 3.65555
H -0.45131 1.15660 3.15179
H -0.73144 2.35822 4.01354
*
```

Results
- Highest occupied orbital energy: -8.57 eV


Record 2
ORCA calculation (wB97M-V/def2-TZVPD) on C4H12N2O in the gas phase.

The geometry in ORCA input format:
```
! wB97M-V def2-TZVPD RIJCOSX def2/J DEFGRID3
* xyz 0 1
N 1.33804 -1.13531 2.07583
C 0.23363 -0.20338 1.79723
C 0.43208 0.44012 0.42417
C -0.42481 -0.15268 -0.68205
N -1.85328 -0.11025 -0.31852
C -0.21819 0.55730 -2.00499
O 1.11148 0.53596 -2.50242
H 1.31145 -1.46588 3.04050
H 1.17004 -1.99680 1.57750
H -0.75472 -0.67528 1.78777
H 0.24411 0.54800 2.57845
H 0.34688 1.53181 0.41172
H 1.46992 0.25759 0.13175
H -0.17996 -1.19702 -0.80613
H -2.06719 0.70643 0.23322
H -2.45949 -0.18006 -1.12752
H -0.79911 0.08620 -2.79222
H -0.61697 1.58509 -1.99597
H 1.71609 0.86814 -1.82830
*
```

Results
- Highest occupied orbital energy: -9.16 eV


Record 3
ORCA calculation (wB97M-V/def2-TZVPD) on C4H12N2O in the gas phase.

The geometry in ORCA input format:
```
! wB97M-V def2-TZVPD RIJCOSX def2/J DEFGRID3
* xyz 0 1
C -1.41338 -0.79496 0.56691
C 0.06234 -0.33393 0.64227
C 0.35206 0.39612 1.95775
O -0.69850 1.21476 2.43628
N 0.49419 0.51543 -0.47836
C 0.21569 0.08824 -1.82576
N 1.37319 -0.47140 -2.54010
H -1.45867 -1.84559 0.26505
H -2.01105 -0.21752 -0.13427
H -1.80274 -0.82114 1.58829
H 0.69689 -1.21758 0.59018
H 0.49808 -0.36874 2.71156
H 1.26310 0.99344 1.86501
H -1.09468 1.72914 1.72500
H 0.36340 1.50669 -0.33318
H -0.18738 0.92899 -2.39247
H -0.56087 -0.66105 -1.87337
H 1.94545 0.26530 -2.93487
H 1.96289 -0.90622 -1.83592
*
```

Results
- Highest occupied orbital energy: -8.78 eV


Record 4
ORCA calculation (wB97M-V/def2-TZVPD) on 2 unconnected molecules or ions with the total composition C4H12N2O.

The geometry in ORCA input format:
```
! wB97M-V def2-TZVPD RIJCOSX def2/J DEFGRID3
* xyz 0 1
C 0.86622 1.43461 1.17412
C 1.24330 0.27587 0.62365
N 2.49153 0.08169 -0.08020
C 0.25088 -0.81265 0.33350
C -0.28985 -1.00693 -1.15281
N -1.11992 0.22989 -1.37743
H 1.58105 2.06748 1.68163
H -0.20555 1.71569 1.16849
H 2.55913 -0.89653 -0.32549
H 3.22815 0.52905 0.45134
H 0.69465 -1.76350 0.60761
H -0.57096 -0.75044 1.03167
H 0.56993 -0.84862 -1.83572
H -0.63352 -2.04593 -1.12896
H -0.40862 0.92613 -1.59738
H -1.62332 0.16466 -2.26137
O -2.74143 0.46098 1.19085
H -3.63348 0.12285 1.07666
H -2.25821 0.11570 0.41981
*
```

Results
- Highest occupied orbital energy: -8.10 eV


Record 5
ORCA calculation (wB97M-V/def2-TZVPD) on C4H12N2O in the gas phase.

The geometry in ORCA input format:
```
! wB97M-V def2-TZVPD RIJCOSX def2/J DEFGRID3
* xyz 0 1
N -1.31508 1.43995 1.58515
C -0.33341 1.79777 0.56717
C 0.58201 0.64215 0.22826
C -0.01221 -0.38056 -0.77199
N 0.84943 -0.62775 -1.96538
C -0.34519 -1.71195 -0.10348
O 0.71287 -2.24348 0.66427
H -2.03290 2.14145 1.66212
H -1.69238 0.50676 1.53852
H -0.81284 2.22555 -0.31824
H 0.29988 2.58435 0.99609
H 1.53046 1.02883 -0.16171
H 0.87829 0.13425 1.15003
H -0.91789 0.05775 -1.16401
H 1.62597 0.02016 -2.01037
H 1.30363 -1.53449 -1.86961
H -1.19594 -1.54474 0.56187
H -0.69616 -2.43369 -0.81830
H 1.57146 -2.10232 0.22962
*
```

Results
- Highest occupied orbital energy: -9.08 eV


Record 6
ORCA calculation (wB97M-V/def2-TZVPD) on 3 unconnected molecules or ions with the total composition C4H12N2O.

The geometry in ORCA input format:
```
! wB97M-V def2-TZVPD RIJCOSX def2/J DEFGRID3
* xyz 0 1
C 1.55947 -0.56581 -1.29488
C 0.86553 -1.28317 -0.37776
N 0.97024 -2.08826 0.55340
H 2.59816 -0.34998 -1.11604
H 1.20441 -0.56735 -2.31672
H 0.25630 -2.09546 1.27440
C -2.02681 -1.00038 0.51116
N -1.08023 -0.56407 -0.51279
H -1.69433 -0.62726 1.47934
H -3.04306 -0.63416 0.32258
H -2.05527 -2.08998 0.54368
H -0.93200 0.48708 -0.49522
H -1.40313 -0.83118 -1.43836
C 0.81244 2.25220 0.77742
O 0.30041 1.84962 -0.47175
H 0.22325 3.08629 1.14927
H 1.86181 2.56218 0.70954
H 0.74574 1.44533 1.52758
H 0.83707 1.01437 -0.82483
*
```

Results
- Highest occupied orbital energy: -7.98 eV


Record 7
ORCA calculation (wB97M-V/def2-TZVPD) on 2 unconnected molecules or ions with the total composition C4H12N2O.

The geometry in ORCA input format:
```
! wB97M-V def2-TZVPD RIJCOSX def2/J DEFGRID3
* xyz 0 1
C 0.52909 -2.23015 -0.38903
C -0.57439 -1.33894 -0.97833
C -0.64246 0.00008 -0.29574
N -0.96415 0.03675 1.05594
C -0.35754 1.13567 -0.93481
N -0.39988 2.36310 -0.23777
H 0.33510 -3.28753 -0.54442
H 0.61713 -2.09841 0.68490
H 1.47840 -1.95863 -0.82353
H -1.53966 -1.82020 -0.87408
H -0.32364 -1.11164 -2.00468
H -1.59589 -0.63167 1.46082
H -1.15045 0.99379 1.33180
H -0.01469 1.11464 -1.94926
H -0.76368 3.14402 -0.75666
H 0.46318 2.59511 0.24565
O 1.58754 1.36662 1.86200
H 0.94553 0.64425 1.77420
H 2.37045 1.08311 1.37299
*
```

Results
- Highest occupied orbital energy: -7.86 eV


Record 8
ORCA calculation (wB97M-V/def2-TZVPD) on C4H12N2O in the gas phase.

The geometry in ORCA input format:
```
! wB97M-V def2-TZVPD RIJCOSX def2/J DEFGRID3
* xyz 0 1
C -0.76457 0.95681 2.14500
N -0.74125 1.21794 0.71304
N 0.49018 0.77056 0.18889
C 0.39676 -0.12572 -1.11357
C -0.82445 -1.02154 -0.95781
C 1.70286 -0.88843 -1.27227
O 0.25389 0.72338 -2.23012
H -0.60916 -0.11080 2.28461
H 0.01743 1.49498 2.69739
H -1.74035 1.23585 2.53965
H -0.89442 2.21128 0.53743
H 1.15174 1.51125 -0.01675
H -1.69543 -0.41718 -0.70798
H -0.66745 -1.74056 -0.16189
H -1.00511 -1.54355 -1.89459
H 2.15998 -0.59144 -2.21203
H 1.51583 -1.95828 -1.29364
H 2.38164 -0.66275 -0.45606
H -0.61822 1.13423 -2.19036
*
```

Results
- Highest occupied orbital energy: -8.60 eV


Orbital gap: 9.41; 10.16; 9.57; 8.99; 9.97; 8.73; 8.80; 9.60 (eV)
Relative energy (zero: lowest compared OMol25 entry of this formula, charge and spin): 2.681; 1.359; 1.662; 2.332; 1.520; 3.819; 1.023; 2.099 (eV)
Max |F|: 0.105; 0.021; 0.024; 0.067; 0.017; 0.036; 0.022; 0.051 (hartree/bohr)